Entry 1:
Here is a 3-piece molecular cluster, C17H32F3NO6S2 overall from OMol25. Energies are from ωB97M-V/def2-TZVPD.

- SMILES string: C#CC[C@](CSCC)(OC(N)=O)S(=O)(=O)C(F)(F)F.CCOCC.CCOCC
- HOMO energy: -0.3366 Eh

Structure (ORCA input):
```
! wB97M-V def2-TZVPD RIJCOSX def2/J DEFGRID3
* xyz 0 1
C -3.81189 -1.04362 -2.51573
C -2.97648 -1.04963 -1.61557
C -1.80844 -1.41365 -0.65126
C -0.74249 -2.47307 -1.22813
C -1.32109 -3.93504 -0.92095
S -2.73399 -4.42492 -2.06113
C -4.27339 -4.25474 -0.99913
C -4.92021 -5.70453 -0.79871
O 0.48939 -2.17327 -0.47896
C 0.69193 -3.04507 0.61258
N -0.05667 -3.05014 1.85274
O 1.60798 -3.85630 0.51760
S -0.25512 -2.18043 -2.99087
O -1.32163 -2.25219 -3.98900
O 0.34617 -0.83277 -3.04689
C 1.10573 -3.37235 -3.52853
F 0.48460 -4.44344 -4.15760
F 1.96394 -2.68084 -4.35540
F 1.85284 -3.86757 -2.47054
H -4.50363 -0.88837 -3.38927
H -2.29434 -1.78315 0.31498
H -1.28464 -0.43325 -0.38820
H -0.55095 -4.76276 -1.08629
H -1.79313 -4.01475 0.11409
H -5.02217 -3.53366 -1.43639
H -3.92570 -3.80836 -0.00511
H -6.05564 -5.58694 -0.77356
H -4.68899 -6.33234 -1.70889
H -4.58708 -6.16594 0.17650
H -0.89828 -2.47402 1.72513
H -0.41011 -4.01515 1.97392
C 3.60845 -0.95309 -0.32927
C 2.54067 -0.10195 0.33517
O 3.06342 0.90371 1.19297
C 3.90386 1.87225 0.58582
C 3.21285 2.67889 -0.50027
H 4.27761 -1.38412 0.41906
H 3.14941 -1.76217 -0.90099
H 4.22169 -0.36431 -1.01577
H 1.92064 -0.74651 0.96231
H 1.87118 0.34372 -0.40824
H 4.81588 1.40168 0.20531
H 4.21688 2.55078 1.38350
H 2.93503 2.05386 -1.35168
H 3.87210 3.46914 -0.86652
H 2.29556 3.13454 -0.11695
C -0.94598 7.23866 1.96696
C -0.75785 6.42892 3.23846
O -0.73934 5.02507 3.02367
C 0.29143 4.53110 2.18125
C 1.68967 4.81035 2.70442
H -1.84013 6.91161 1.43134
H -1.04355 8.30072 2.20268
H -0.09795 7.12350 1.28777
H -1.60044 6.62499 3.90617
H 0.14305 6.74246 3.77664
H 0.16891 4.91539 1.16337
H 0.14795 3.44948 2.12190
H 1.90670 5.88078 2.72372
H 2.43687 4.32894 2.06974
H 1.80153 4.43654 3.72548
*
```

Entry 2:
Here is a 2-piece molecular cluster, C17H32FO4S2Si overall from OMol25. Energies are from ωB97M-V/def2-TZVPD.

- HOMO energy: -0.3974 Eh

Structure (ORCA input):
```
! wB97M-V def2-TZVPD RIJCOSX def2/J DEFGRID3
* xyz 1 1
C 2.92615 -2.11680 3.13457
C 2.21258 -0.93498 2.33530
C 2.76425 -0.51275 0.93074
C 2.13463 0.67486 0.11197
C 0.90931 1.43929 0.73347
C 0.21805 2.69024 0.01714
C 0.32497 2.68593 -1.58540
C 0.97280 4.01323 0.61153
C 0.31124 1.02988 2.13186
O -0.79969 1.78642 2.65287
C -2.00195 0.99996 2.69912
S -3.13513 1.55469 1.33221
F -2.48566 0.86471 -0.07172
Si -5.13022 0.70553 1.49932
C -5.52061 -0.11107 3.18408
C -6.43150 2.06243 1.01272
C -5.29871 -0.64770 0.11599
C 0.97572 -0.16327 2.91348
H 2.36382 -3.08630 2.89842
H 4.01455 -2.29747 2.78654
H 3.00677 -1.92636 4.26892
H 3.64935 -1.02900 0.42599
H 2.55343 0.99665 -0.91069
H -0.88776 2.82439 0.27812
H -0.47774 3.42470 -1.96950
H 1.34624 3.07764 -1.94318
H 0.04855 1.67307 -2.06645
H 2.11087 3.83875 0.72106
H 0.72893 4.93551 -0.01827
H 0.58300 4.10492 1.69833
H -2.47020 1.17235 3.74368
H -1.79394 -0.12018 2.54578
H -6.47454 -0.73249 3.04487
H -5.63704 0.71789 3.97682
H -4.64206 -0.80971 3.44896
H -6.65597 2.78997 1.86060
H -5.97690 2.59059 0.09239
H -7.34737 1.49186 0.64214
H -5.14924 -0.07258 -0.87529
H -4.46217 -1.42155 0.16291
H -6.34680 -1.10413 0.08272
H 0.53715 -0.42119 3.94643
O 5.45689 -2.83133 -2.51107
S 4.65242 -1.93486 -3.29789
O 3.98752 -0.79845 -2.71129
O 3.56902 -2.79715 -4.13452
C 2.68532 -3.65854 -3.41604
C 1.60819 -2.87970 -2.68253
C 5.60778 -1.36448 -4.67380
H 3.24788 -4.29801 -2.72943
H 2.21199 -4.31406 -4.15158
H 2.03798 -2.25900 -1.89277
H 0.88690 -3.55618 -2.21985
H 1.08225 -2.21037 -3.36826
H 6.09081 -2.21666 -5.15022
H 6.35853 -0.67233 -4.29052
H 4.94940 -0.84679 -5.37082
*
```

Entry 3:
Here is C17H32N5O3PbSe as an isolated structure from OMol25. Energies are from ωB97M-V/def2-TZVPD.

- HOMO energy (alpha / beta): -0.6216 / -0.6216 Eh

Structure (ORCA input):
```
! wB97M-V def2-TZVPD RIJCOSX def2/J DEFGRID3
* xyz 3 1
Pb 0.51067 -0.13850 0.34809
C -0.67021 4.41666 1.31798
N -1.03887 3.42003 2.33612
C -1.85716 3.84382 3.44390
C -0.54162 2.18753 2.24387
O 0.16407 1.88083 1.18875
C -0.70298 1.17985 3.36805
O -0.60867 -0.18258 2.86613
C -1.82136 -0.93393 3.01391
C -1.98906 -1.84644 1.79680
O -1.40986 -1.57642 0.68477
N -2.55373 -3.02640 1.95525
C -2.39784 -4.01057 0.89394
C -3.47980 -3.35368 3.08819
H -1.49792 5.12345 1.14026
H 0.09007 5.13761 1.79155
H -0.37116 3.87414 0.42047
H -2.80638 3.25633 3.55348
H -1.31527 3.69205 4.40390
H -2.09310 4.91897 3.36969
H 0.13932 1.31747 4.07395
H -1.62801 1.39378 3.93129
H -1.69824 -1.45636 3.98042
H -2.64632 -0.21386 3.12603
H -1.34689 -3.97506 0.51206
H -2.73712 -4.96803 1.27258
H -3.03749 -3.67025 0.03983
H -3.31127 -4.32620 3.56544
H -3.48782 -2.51833 3.74659
H -4.46412 -3.42129 2.66464
C -2.66669 -1.63236 -4.05054
C -1.56383 -0.67600 -3.74694
C -1.85782 0.60527 -4.48281
C -0.21171 -1.37582 -4.16031
N -1.68598 -0.51149 -2.29202
N -0.67763 0.41338 -1.81269
H -2.42328 -2.23811 -4.93457
H -3.64698 -1.08832 -4.22346
H -2.70577 -2.37137 -3.20928
H -2.06306 0.40890 -5.56782
H -1.04303 1.39741 -4.44461
H -2.79162 1.12509 -4.23116
H -0.25635 -1.58238 -5.23966
H -0.07819 -2.30335 -3.56144
H 0.57525 -0.63511 -4.01666
H -1.46339 -1.41889 -1.84658
H -1.07198 1.32652 -1.61053
H 0.05826 0.52228 -2.54852
Se 4.60214 2.14674 -0.84832
C 6.11785 1.11470 -0.43365
C 5.96145 -0.04234 0.36529
C 6.99461 -0.91338 0.38252
N 8.16127 -0.69400 -0.21263
C 8.31066 0.39206 -0.98211
C 7.34386 1.40234 -1.00116
H 5.06852 -0.26652 0.85911
H 6.98546 -1.84678 0.88066
H 9.22781 0.35865 -1.59987
H 7.40831 2.35830 -1.56817
*
```

Entry 4:
Here is a 7-piece molecular cluster, C17H32N6O3 overall from OMol25. Energies are from ωB97M-V/def2-TZVPD.

- SMILES string: CN(C)C=O.CN(C)C=O.CC(C)=O.CC#N.CC#N.CC#N.CC#N
- HOMO energy: -0.3405 Eh

Structure (ORCA input):
```
! wB97M-V def2-TZVPD RIJCOSX def2/J DEFGRID3
* xyz 0 1
C -36.26273 -23.52367 24.09253
O -35.63367 -23.72316 25.13901
N -35.75340 -23.32304 22.80439
C -36.55074 -23.34986 21.60737
C -34.27325 -23.29808 22.60240
H -37.36139 -23.45204 24.09819
H -36.43069 -22.65505 20.77615
H -37.63049 -23.46623 21.70058
H -36.45003 -24.33382 21.14931
H -33.82650 -24.28985 22.67261
H -34.11237 -22.87278 21.61176
H -33.96353 -22.60918 23.38827
C -23.68517 -8.83033 21.36552
O -23.25952 -8.91594 22.53868
N -23.93282 -9.78104 20.45135
C -24.16174 -9.35717 19.02678
C -23.32144 -11.07515 20.68253
H -23.83950 -7.83070 20.93065
H -24.66387 -8.39017 18.99709
H -24.74098 -10.18026 18.60836
H -23.26399 -9.29335 18.41192
H -22.81146 -11.28494 19.74230
H -22.58294 -10.96925 21.47719
H -24.12759 -11.78219 20.87828
C -33.96038 -16.64603 19.28117
C -35.36944 -16.70963 19.81312
O -36.27478 -17.25151 19.23161
C -35.66017 -15.99900 21.15022
H -33.20205 -16.66367 20.06394
H -33.85595 -15.63001 18.90052
H -33.86910 -17.47535 18.57974
H -36.69267 -16.07428 21.49134
H -35.55605 -14.91632 21.22157
H -35.20991 -16.42317 22.04768
C -27.12197 -25.10184 21.98683
C -25.97858 -24.89524 22.90550
N -25.12509 -24.68727 23.59694
H -27.48668 -24.14745 21.60703
H -27.90516 -25.68548 22.47066
H -26.84594 -25.67849 21.10400
C -18.10173 -16.48137 21.73844
C -19.03170 -16.56003 20.69305
N -19.81689 -16.59017 19.82111
H -18.22897 -17.17065 22.57319
H -18.28850 -15.44861 22.03275
H -17.14489 -16.55886 21.22216
C -29.70476 -8.73695 20.18435
C -29.90544 -10.17012 20.13279
N -30.01522 -11.26294 20.00810
H -28.67302 -8.52751 20.46680
H -30.31850 -8.30270 20.97356
H -30.00379 -8.35983 19.20637
C -27.06215 -17.13068 20.10135
C -27.81980 -18.02752 20.97803
N -28.42613 -18.71820 21.64695
H -27.61831 -17.25965 19.17283
H -26.02535 -17.41668 19.92426
H -27.04331 -16.08842 20.41985
*
```